(1)
C60H153NO19V | the ωB97M-V functional and the def2-TZVPD basis

Values from the calculation:
Gap between HOMO and LUMO (alpha / beta) in eV: 7.74 / 8.71
<S²>: 0.76
Multiplicity: 2

Cartesian coordinates (Å):
O  3.75492  0.07196  1.02456
V  2.59008  -0.90851  0.74788
C  4.02710  -1.55033  -2.60896
C  2.76715  -2.03973  -1.97510
C  2.45748  -3.55465  -2.41304
O  2.98143  -2.08945  -0.60633
H  3.94214  -1.53645  -3.68448
H  4.92319  -2.18440  -2.44838
H  4.13678  -0.53647  -2.33191
H  1.86154  -1.43033  -2.19863
H  2.53101  -3.59973  -3.45388
H  1.47264  -3.91743  -2.09367
H  3.20990  -4.25702  -2.03466
C  -0.80858  1.48846  0.77458
C  0.04418  0.75649  1.78659
C  -0.67289  0.50854  3.10043
C  -1.78104  -0.42305  2.85702
C  -1.38678  -1.74446  2.17451
C  -0.51952  -1.62666  0.93645
N  0.49971  -0.51485  1.14108
O  1.04548  -0.24748  -0.11200
C  -1.41708  -1.42243  -0.39733
C  0.30350  -2.92185  0.70520
C  1.30126  1.63826  2.04510
H  -0.32346  1.89661  -0.12446
H  -1.47918  2.30884  1.15279
H  -1.41322  0.62417  0.40764
H  -0.93481  1.48514  3.48643
H  0.07987  0.15052  3.80769
H  -2.53007  0.07599  2.32025
H  -2.17903  -0.71679  3.88650
H  -2.35122  -2.12604  1.85655
H  -1.03312  -2.40199  2.98102
H  -2.42708  -1.08914  -0.13624
H  -1.51505  -2.41674  -0.86943
H  -1.00966  -0.72879  -1.13738
H  1.10436  -3.03543  1.46690
H  0.73646  -3.00508  -0.30203
H  -0.35218  -3.85108  0.61749
H  2.09842  1.29739  2.74137
H  0.87484  2.54941  2.48626
H  1.72405  1.84525  1.05814
C  3.56531  -4.33096  2.93184
C  4.02946  -2.94125  2.77858
C  5.12129  -2.61343  1.80009
O  2.80345  -2.09972  2.40607
H  2.47172  -4.38785  2.95032
H  3.94607  -4.84111  3.83380
H  3.85251  -4.93321  2.08555
H  4.40049  -2.59034  3.73880
H  5.94212  -3.30218  2.03775
H  5.41112  -1.54581  1.85999
H  4.78506  -2.79089  0.77717
H  2.52150  -1.73245  3.29851
C  -0.46779  6.21554  4.62639
C  -1.10453  4.79127  4.39165
C  -0.90743  4.01740  5.75262
O  -2.51533  4.87565  4.12819
H  0.33802  6.08874  5.33182
H  -1.21926  6.91003  5.09189
H  -0.17071  6.71196  3.71815
H  -0.55191  4.24541  3.65930
H  -1.26847  3.01027  5.76493
H  -1.44020  4.66362  6.47070
H  0.16012  3.94730  6.06330
H  -2.58734  5.02163  3.17968
C  -2.47286  6.39524  -0.96435
C  -1.43110  5.39892  -0.50893
C  -0.62695  5.91535  0.74831
O  -2.08955  4.14130  -0.11635
H  -3.30625  6.51100  -0.25934
H  -2.84487  6.07610  -1.95479
H  -1.98758  7.34188  -1.05978
H  -0.76886  5.16037  -1.40532
H  -0.03766  6.78770  0.42451
H  0.08958  5.18538  1.07531
H  -1.27962  6.20773  1.56157
H  -3.03207  4.25947  -0.16587
C  3.69276  6.83791  0.75972
C  4.56777  5.57019  0.91858
C  5.38662  5.59738  2.22541
O  3.67154  4.42740  0.86636
H  3.20763  6.88427  -0.23919
H  4.35082  7.67046  0.92257
H  2.90210  6.85199  1.45794
H  5.16953  5.62421  0.03634
H  6.11040  6.39236  2.20469
H  5.87275  4.69074  2.54605
H  4.71856  5.85935  2.99161
H  4.05169  3.74741  0.25929
C  1.40336  2.95136  -6.99284
C  2.37152  2.84211  -5.83686
C  2.71231  1.46208  -5.31326
O  3.48778  3.67026  -6.13370
H  1.56512  2.05064  -7.53788
H  1.67883  3.70536  -7.69191
H  0.28453  3.06101  -6.82835
H  1.92903  3.29951  -4.91006
H  3.37789  1.57572  -4.47597
H  3.16678  0.83098  -6.05848
H  1.85661  0.85191  -5.02040
H  3.59593  3.75831  -7.05083
C  6.25785  1.82703  -3.04530
C  6.06848  2.57720  -1.72503
C  6.23389  4.04392  -1.81012
O  4.69373  2.51568  -1.15590
H  5.90576  0.75811  -2.89459
H  7.30727  1.75358  -3.35228
H  5.79284  2.28777  -3.95359
H  6.74629  2.20135  -0.92321
H  5.34742  4.51843  -2.31103
H  7.22188  4.20656  -2.33296
H  6.34509  4.43889  -0.80721
H  4.58598  1.70045  -0.65900
C  -5.00364  -0.35295  6.45213
C  -4.37124  0.67951  5.48371
C  -5.21669  1.94708  5.45121
O  -2.98950  1.01952  5.91515
H  -4.93057  0.04614  7.46483
H  -4.48223  -1.32744  6.42947
H  -6.01127  -0.54092  6.21564
H  -4.20392  0.17392  4.45133
H  -5.23895  2.41223  6.43920
H  -6.23797  1.76537  5.27416
H  -4.77854  2.57310  4.62660
H  -2.66745  1.78229  5.38054
C  0.59084  -3.25316  5.62635
C  0.54367  -1.75994  5.97028
C  0.44759  -1.33172  7.41524
O  1.60549  -1.05268  5.28709
H  -0.21742  -3.85624  6.16781
H  1.56732  -3.67222  5.94816
H  0.38670  -3.40834  4.59367
H  -0.36011  -1.35206  5.51649
H  0.16909  -0.22533  7.50191
H  1.36451  -1.43783  7.95280
H  -0.36143  -1.86017  7.87808
H  2.19077  -0.59807  5.87623
C  -3.78651  -4.80960  -2.71984
C  -3.56296  -5.81575  -1.64666
C  -2.90507  -7.04614  -2.19901
O  -2.76859  -5.30771  -0.52382
H  -3.78700  -5.21384  -3.74413
H  -2.87269  -4.24034  -2.58008
H  -4.59678  -4.09817  -2.66232
H  -4.50312  -6.09921  -1.14141
H  -3.67754  -7.56664  -2.76114
H  -2.63193  -7.59005  -1.32438
H  -2.05385  -6.79419  -2.85743
H  -3.40659  -4.75466  0.02006
C  -3.20248  2.76393  -3.32362
C  -3.00903  1.72680  -4.33941
C  -3.32229  2.10719  -5.78211
O  -1.64936  1.22628  -4.34474
H  -2.70465  2.47040  -2.36121
H  -4.25769  2.87025  -3.06053
H  -2.74562  3.72379  -3.65628
H  -3.65483  0.89713  -4.10634
H  -3.30328  1.20464  -6.40037
H  -2.58194  2.71450  -6.31942
H  -4.27022  2.57220  -5.93917
H  -1.41411  1.24180  -3.40182
C  -0.96371  -9.25516  0.33945
C  -1.27763  -7.96897  1.04565
C  -0.83955  -7.96226  2.52704
O  -0.58485  -6.93840  0.32349
H  0.06212  -9.62319  0.23489
H  -1.45230  -9.19905  -0.64188
H  -1.56350  -9.99552  0.90325
H  -2.32700  -7.59410  0.94883
H  0.15740  -8.29646  2.53843
H  -1.53927  -8.63821  3.09069
H  -0.91579  -6.95277  2.94277
H  -1.29975  -6.31792  0.06336
C  -5.95537  -2.13621  0.02915
C  -5.15321  -2.22861  1.24519
C  -5.98725  -2.03134  2.46342
O  -4.54012  -3.58237  1.33663
H  -6.78707  -2.87388  0.02412
H  -5.42056  -2.32094  -0.90676
H  -6.39251  -1.13656  0.07269
H  -4.35100  -1.45886  1.25888
H  -5.36735  -2.13585  3.33131
H  -6.68462  -2.84317  2.47046
H  -6.45967  -1.06979  2.41792
H  -4.43759  -3.81760  2.28895
C  1.61962  6.38558  -3.31165
C  2.82830  6.51384  -4.30218
C  3.21551  8.00994  -4.57319
O  3.87150  5.69493  -3.77892
H  0.72336  7.06536  -3.56155
H  1.96046  6.48114  -2.31685
H  1.30616  5.31838  -3.25747
H  2.49518  6.10850  -5.27112
H  3.82118  8.41468  -3.78593
H  2.31963  8.58408  -4.76071
H  3.74427  8.06395  -5.51701
H  4.15167  5.10799  -4.43415
C  3.60876  -6.67040  -0.74873
C  3.09808  -7.74644  0.21694
C  4.20483  -8.51467  0.86672
O  2.28016  -7.26166  1.20631
H  3.96208  -7.22105  -1.64125
H  4.42500  -6.11222  -0.29745
H  2.80312  -5.93873  -1.07750
H  2.56951  -8.50652  -0.46876
H  4.71592  -7.96249  1.67813
H  4.96522  -8.87745  0.16756
H  3.88882  -9.39336  1.39623
H  1.55353  -6.75167  0.88164
C  -4.69578  1.89766  1.22112
C  -5.15355  2.52443  -0.06227
C  -6.61886  2.14353  -0.39134
O  -4.93113  3.93190  -0.09002
H  -3.65043  1.72025  1.24121
H  -5.17735  0.96926  1.38752
H  -4.96358  2.57421  2.03791
H  -4.51104  2.22428  -0.84623
H  -6.81526  1.05451  -0.43357
H  -6.91329  2.65119  -1.34514
H  -7.26083  2.59257  0.34549
H  -5.47444  4.29849  0.63514
C  -0.06833  -2.20527  -4.95730
C  0.05169  -1.36487  -6.20236
C  0.37948  -2.13492  -7.46465
O  -1.18261  -0.65055  -6.48179
H  0.71521  -2.97547  -4.98204
H  -1.07443  -2.67813  -4.98925
H  0.01637  -1.63491  -4.07848
H  0.92772  -0.67183  -6.01121
H  1.37530  -2.53062  -7.38629
H  0.24049  -1.44756  -8.28408
H  -0.37479  -2.93271  -7.60295
H  -1.31853  0.04493  -5.87446

Mulliken population analysis, charges in e, atoms 1 to 4: O -0.81; V 1.23; C -1.66; C 1.22

***

(2)
C7H9NO2S2 | the ωB97M-V functional and the def2-TZVPD basis

Values from the calculation:
ΔE to the lowest compared entry with this formula, charge and spin in kJ/mol: 636.0
Gap between HOMO and LUMO (alpha / beta) in eV: 4.99 / 4.99
Multiplicity: 1

Cartesian coordinates (Å):
C  0.07640  -1.10267  1.51220
C  0.97995  -0.19372  1.51147
C  1.75116  1.76166  0.10540
C  0.52901  -0.73321  -1.56317
C  -1.15158  -1.03376  0.59805
C  0.79439  2.33216  -0.78487
C  -0.28873  1.45346  -0.05149
N  0.79513  1.00181  0.80536
O  2.93797  1.70972  0.34530
O  -3.64378  0.66515  0.94360
S  -4.90012  0.90139  0.20921
S  -0.89702  -0.11720  -0.98958
H  0.07857  -1.97036  2.28340
H  1.95903  -0.11502  2.09610
H  0.60255  -0.90913  -2.58447
H  1.15761  -1.33302  -1.00815
H  -1.46188  -2.11748  0.23143
H  -2.06840  -0.58584  1.00598
H  0.58774  3.47814  -0.63771
H  0.90044  2.22056  -1.90989
H  -0.99630  2.15932  0.20797

Mulliken population analysis, charges in e, atoms 1 to 4: C -0.40; C -0.16; C 0.32; C -1.04

***

(3)
C24H45BrN3NbO7PS2 | the ωB97M-V functional and the def2-TZVPD basis

Values from the calculation:
Gap between HOMO and LUMO in eV: 6.11
Multiplicity: 1
Net charge: -1

Cartesian coordinates (Å):
C  2.81648  4.09042  -2.15999
C  1.75008  3.60263  -1.16834
N  1.65945  2.15417  -1.09794
Nb  2.68908  0.99591  0.32486
C  4.01116  2.72971  1.04434
C  3.53879  3.38108  2.36206
C  1.49340  -0.75967  -0.55696
C  2.03131  -2.19279  -0.43071
C  3.11313  -2.55941  -1.43771
O  2.88294  -3.91080  -1.93438
C  1.10470  1.28305  1.93032
C  0.19696  2.51454  1.78043
C  -0.93480  2.37000  0.73976
S  -2.54195  2.90802  1.48309
C  -3.45082  1.37398  1.71218
S  -3.37359  0.67494  3.18033
N  -4.17707  0.86213  0.64048
C  -4.72365  1.88727  -0.26279
C  -5.27978  1.17233  -1.51627
O  -5.69140  -0.14611  -1.25316
C  -6.36327  -0.12956  -0.01331
C  -5.33980  0.08088  1.12749
C  3.95853  -0.36895  1.62527
C  3.48737  -0.60747  3.02926
C  2.28786  -1.52043  3.17656
Br  4.98146  -1.50776  4.06009
P  4.58115  0.64835  -1.49074
O  5.55602  -0.39034  -1.12363
O  5.47981  2.05096  -1.65151
O  4.00355  0.38442  -3.01710
H  2.43499  4.97578  -2.66124
H  3.73683  4.38693  -1.67490
H  2.96535  3.34436  -2.92895
H  1.87556  4.11210  -0.21498
H  0.81504  3.98027  -1.58124
H  0.76409  1.78482  -1.38641
H  4.99915  2.34015  1.26245
H  4.18252  3.50125  0.29698
H  3.29401  2.65129  3.12213
H  4.38080  3.94288  2.76485
H  2.74567  4.10684  2.21979
H  0.46879  -0.74334  -0.18818
H  1.42098  -0.55633  -1.62808
H  1.22157  -2.88400  -0.65251
H  2.37445  -2.45874  0.56382
H  3.08044  -1.92498  -2.31129
H  4.09170  -2.56453  -0.98130
H  3.39133  -4.51338  -1.36939
H  0.44384  0.42185  1.87073
H  1.47783  1.28932  2.95204
H  0.73755  3.43696  1.59117
H  -0.29376  2.66314  2.73465
H  -1.01584  1.37944  0.31452
H  -0.77983  3.09674  -0.04277
H  -5.50318  2.45233  0.24943
H  -3.97752  2.57870  -0.61305
H  -4.48335  1.14266  -2.24584
H  -6.08259  1.80584  -1.90462
H  -7.09476  0.67499  0.02857
H  -6.81287  -1.10571  0.10148
H  -5.85859  0.60473  1.92904
H  -5.03533  -0.88059  1.50938
H  4.91623  0.13490  1.70518
H  4.21224  -1.31237  1.15629
H  3.33586  0.29976  3.58752
H  1.56461  -1.36883  2.38439
H  1.79083  -1.30436  4.11493
H  2.55854  -2.56512  3.16844
H  5.39070  2.40023  -2.55377
H  3.65551  1.19345  -3.42322
C  -4.78149  -4.80388  -2.92062
C  -4.40970  -3.49044  -2.66754
C  -3.59142  -3.19614  -1.59182
C  -3.15158  -4.22735  -0.78523
C  -3.51239  -5.54090  -1.01537
C  -4.33582  -5.82706  -2.09274
N  -2.25823  -3.89669  0.33533
O  -2.00004  -2.71927  0.47958
O  -1.83374  -4.80853  1.02146
H  -5.41880  -5.03175  -3.76519
H  -4.75675  -2.69302  -3.30979
H  -3.30263  -2.17459  -1.39539
H  -3.15745  -6.33136  -0.37121
H  -4.62648  -6.84992  -2.28955

Mulliken population analysis, charges in e, atoms 1 to 4: C -1.17; C -0.26; N -0.07; Nb -1.41

***

| no. | electronic energy (eV) |
| --- | --- |
| 1 | -130778.468 |
| 2 | -34654.080 |
| 3 | -146968.443 |